Record 1
{
  "formula": "C40H46BrN6O3RuSTe",
  "method": "wB97M-V/def2-TZVPD",
  "species": ["Ru", "O", "C", "C", "C", "C", "C", "C", "C", "O", "N", "N", "C", "C", "Br", "C", "C", "C", "C", "C", "C", "C", "H", "H", "H", "H", "H", "H", "H", "H", "H", "H", "H", "H", "H", "H", "C", "C", "O", "N", "Te", "C", "C", "C", "C", "C", "C", "C", "C", "C", "C", "C", "C", "C", "C", "C", "C", "C", "C", "H", "H", "H", "H", "H", "H", "H", "H", "H", "H", "H", "H", "H", "H", "H", "H", "H", "H", "H", "H", "H", "H", "H", "H", "H", "C", "C", "C", "N", "N", "C", "N", "S", "H", "H", "H", "H", "H", "H", "H"],
  "coordinates": [[-4.678, 6.419, 20.902], [-3.893, 5.065, 15.763], [-4.515, 3.970, 16.318], [-5.094, 2.966, 15.517], [-5.819, 1.913, 16.118], [-6.020, 1.902, 17.481], [-5.407, 2.869, 18.274], [-4.663, 3.895, 17.702], [-4.133, 4.984, 18.568], [-4.684, 4.907, 19.837], [-4.362, 6.316, 18.052], [-4.619, 7.279, 18.937], [-5.006, 8.455, 18.547], [-5.392, 9.473, 19.490], [-5.652, 8.790, 21.323], [-5.805, 10.691, 19.287], [-5.811, 11.513, 18.045], [-6.799, 12.464, 17.946], [-6.810, 13.347, 16.902], [-5.763, 13.355, 15.976], [-4.732, 12.379, 16.083], [-4.768, 11.457, 17.121], [-3.866, 5.047, 14.816], [-5.059, 2.938, 14.414], [-6.339, 1.187, 15.512], [-6.625, 1.141, 17.921], [-5.546, 2.836, 19.311], [-3.075, 4.858, 18.702], [-4.480, 6.404, 17.080], [-5.054, 8.656, 17.487], [-6.298, 11.182, 20.138], [-7.574, 12.545, 18.722], [-7.613, 14.054, 16.832], [-5.709, 14.053, 15.153], [-3.928, 12.457, 15.350], [-3.983, 10.735, 17.279], [-7.592, 4.681, 21.519], [-6.522, 4.847, 22.581], [-6.748, 4.402, 23.724], [-5.368, 5.476, 22.300], [-4.822, 4.236, 25.369], [-4.639, 3.713, 27.470], [-3.521, 2.985, 27.880], [-2.451, 2.418, 26.967], [-3.444, 2.723, 29.263], [-4.368, 3.145, 30.209], [-4.179, 2.750, 31.635], [-5.437, 3.897, 29.734], [-5.625, 4.165, 28.380], [-6.872, 4.900, 27.893], [-4.798, 2.326, 24.441], [-5.797, 1.365, 24.760], [-6.907, 1.645, 25.752], [-5.739, 0.137, 24.096], [-4.805, -0.143, 23.127], [-4.858, -1.406, 22.264], [-3.938, 0.856, 22.741], [-3.886, 2.079, 23.418], [-2.795, 3.075, 23.073], [-8.552, 5.126, 21.884], [-7.772, 3.619, 21.353], [-7.334, 5.162, 20.569], [-1.831, 3.252, 26.556], [-2.830, 1.869, 26.099], [-1.758, 1.815, 27.553], [-2.621, 2.115, 29.599], [-3.419, 2.005, 31.627], [-5.054, 2.318, 32.057], [-3.906, 3.609, 32.250], [-6.202, 4.281, 30.385], [-7.492, 5.182, 28.708], [-7.461, 4.269, 27.241], [-6.598, 5.810, 27.379], [-7.526, 2.475, 25.444], [-6.489, 1.926, 26.723], [-7.606, 0.811, 25.784], [-6.478, -0.605, 24.328], [-5.422, -2.196, 22.761], [-3.868, -1.780, 22.024], [-5.305, -1.214, 21.305], [-3.235, 0.732, 21.941], [-2.550, 3.081, 22.029], [-1.875, 2.882, 23.624], [-3.084, 4.106, 23.300], [1.930, 5.907, 20.941], [0.732, 6.487, 20.205], [-0.435, 6.690, 21.105], [-1.688, 6.465, 20.770], [-2.594, 6.657, 21.775], [-2.008, 7.024, 22.912], [-2.627, 7.109, 24.107], [-0.293, 7.277, 22.762], [2.591, 5.531, 20.170], [1.659, 5.073, 21.557], [2.435, 6.670, 21.503], [0.342, 5.852, 19.414], [0.940, 7.499, 19.796], [-3.642, 7.174, 24.028], [-2.237, 7.742, 24.780]],
  "total_energy_ha": -5440.52846,
  "total_charge": 2,
  "mol_weight_g_mol": 999.488,
  "fmax_ev_per_a": 2.52,
  "multiplicity": 6
}

---

Record 2
{
  "formula": "C6H10IN",
  "method": "wB97M-V/def2-TZVPD",
  "species": ["C", "C", "C", "C", "C", "C", "N", "I", "H", "H", "H", "H", "H", "H", "H", "H", "H", "H"],
  "coordinates": [[1.392, 0.858, -0.435], [0.998, -0.661, -0.526], [-0.414, -1.201, 1.814], [-1.351, -1.520, 0.715], [0.206, 1.626, -0.979], [-0.022, -1.060, 0.420], [-0.875, 1.669, -0.133], [-2.625, 1.664, -1.053], [1.644, 1.217, 0.661], [2.228, 1.000, -1.125], [0.553, -0.763, -1.455], [1.982, -1.335, -0.616], [-0.471, -0.297, 2.375], [-0.129, -2.058, 2.439], [-1.691, -2.360, 0.307], [-2.161, -0.746, 0.650], [0.704, 2.693, -1.083], [0.032, 1.273, -1.977]],
  "total_energy_ha": -586.84133,
  "total_charge": 0,
  "mol_weight_g_mol": 223.057,
  "fmax_ev_per_a": 5.46,
  "multiplicity": 1
}

---

Record 3
{
  "formula": "C44H42FN6O9Ti",
  "method": "wB97M-V/def2-TZVPD",
  "species": ["Ti", "C", "O", "C", "N", "C", "C", "C", "C", "C", "C", "C", "C", "C", "C", "C", "C", "N", "C", "N", "C", "C", "O", "C", "C", "C", "C", "C", "C", "H", "H", "H", "H", "H", "H", "H", "H", "H", "H", "H", "H", "H", "H", "H", "H", "H", "H", "H", "O", "C", "O", "C", "C", "C", "N", "C", "C", "C", "O", "O", "H", "H", "H", "F", "C", "C", "C", "C", "C", "C", "H", "H", "H", "H", "O", "C", "O", "C", "N", "C", "C", "C", "H", "H", "H", "H", "H", "H", "H", "H", "H", "C", "N", "C", "C", "O", "H", "H", "H", "H", "H", "H", "H"],
  "coordinates": [[0.663, -0.784, 0.684], [4.457, -1.350, -2.216], [4.777, -0.973, -0.858], [3.613, -0.545, -0.324], [2.560, -0.616, -1.045], [2.915, -1.378, -2.243], [2.296, -0.879, -3.524], [1.829, 0.422, -3.649], [1.229, 0.841, -4.828], [1.088, -0.040, -5.890], [1.552, -1.343, -5.770], [2.155, -1.758, -4.594], [3.548, -0.076, 1.042], [4.641, 0.239, 1.784], [4.485, 0.783, 3.099], [3.217, 1.048, 3.534], [2.105, 0.744, 2.722], [2.234, 0.045, 1.502], [0.779, 0.979, 3.027], [-0.178, 0.672, 2.152], [-1.457, 0.799, 2.866], [-1.054, 1.461, 4.211], [0.371, 1.430, 4.245], [-2.565, 1.624, 2.246], [-3.783, 1.700, 2.918], [-4.826, 2.468, 2.421], [-4.667, 3.180, 1.239], [-3.456, 3.110, 0.564], [-2.419, 2.339, 1.070], [4.913, -2.317, -2.415], [4.862, -0.596, -2.896], [2.568, -2.405, -2.096], [1.903, 1.086, -2.802], [0.848, 1.853, -4.905], [0.597, 0.278, -6.801], [1.412, -2.047, -6.579], [2.464, -2.791, -4.483], [5.617, 0.083, 1.345], [5.348, 1.001, 3.713], [3.023, 1.498, 4.500], [-1.846, -0.211, 3.041], [-1.435, 0.929, 5.083], [-1.383, 2.503, 4.251], [-3.923, 1.138, 3.835], [-5.766, 2.509, 2.956], [-5.479, 3.780, 0.849], [-3.315, 3.646, -0.367], [-1.503, 2.230, 0.525], [-1.945, -3.814, -5.242], [-1.056, -4.312, -4.526], [-0.419, -5.372, -4.634], [-0.673, -3.447, -3.290], [-1.090, -2.124, -3.207], [-0.721, -1.358, -2.121], [0.025, -1.845, -1.123], [0.451, -3.115, -1.205], [0.124, -3.940, -2.264], [1.461, -3.482, -0.138], [2.022, -4.562, -0.152], [1.728, -2.496, 0.660], [-1.688, -1.722, -4.013], [-0.985, -0.313, -2.040], [0.512, -4.948, -2.315], [-1.932, -4.624, 4.965], [-1.402, -3.786, 4.030], [-1.894, -3.819, 2.744], [-1.352, -2.946, 1.802], [-0.341, -2.038, 2.120], [0.142, -2.079, 3.431], [-0.379, -2.937, 4.395], [-2.676, -4.522, 2.485], [-1.741, -2.990, 0.790], [0.961, -1.430, 3.729], [0.004, -2.960, 5.407], [-0.233, 3.087, -1.551], [0.420, 2.298, -0.707], [0.312, 1.091, -0.766], [1.328, 3.034, 0.265], [1.068, 4.486, 0.182], [2.351, 5.186, 0.006], [3.168, 4.185, -0.798], [2.807, 2.857, -0.132], [1.139, 2.616, 1.252], [0.554, 4.819, 0.987], [0.003, 3.993, -1.237], [2.842, 5.384, 0.966], [2.200, 6.136, -0.507], [4.236, 4.396, -0.769], [2.847, 4.194, -1.843], [3.403, 2.699, 0.767], [2.949, 1.992, -0.777], [-5.446, -0.278, -0.779], [-4.313, -0.608, 0.070], [-4.547, -1.262, 1.343], [-3.070, -0.331, -0.352], [-2.048, -0.542, 0.276], [-6.360, -0.571, -0.267], [-5.402, -0.811, -1.730], [-5.496, 0.796, -0.969], [-5.101, -2.191, 1.191], [-5.115, -0.611, 2.010], [-3.586, -1.495, 1.796], [-3.060, 0.124, -1.356]],
  "total_energy_ha": -3657.15294,
  "total_charge": -1,
  "mol_weight_g_mol": 865.718,
  "fmax_ev_per_a": 0.65,
  "multiplicity": 1
}

---

Record 4
{
  "formula": "C29H28N4O3PtS2",
  "method": "wB97M-V/def2-TZVPD",
  "species": ["Pt", "C", "C", "C", "C", "C", "C", "C", "S", "O", "O", "N", "C", "C", "C", "C", "C", "C", "C", "C", "N", "C", "H", "H", "H", "H", "H", "H", "H", "H", "H", "H", "H", "H", "H", "C", "C", "C", "C", "C", "C", "C", "C", "C", "S", "C", "N", "H", "H", "H", "H", "H", "H", "H", "H", "C", "N", "C", "C", "O", "H", "H", "H", "H", "H", "H", "H"],
  "coordinates": [[-1.140, 0.506, -0.415], [3.422, -2.744, -5.999], [3.035, -2.184, -4.664], [3.904, -1.342, -3.978], [3.572, -0.858, -2.725], [2.361, -1.211, -2.162], [1.472, -2.028, -2.836], [1.815, -2.518, -4.084], [1.950, -0.639, -0.518], [1.193, -1.705, 0.111], [3.176, -0.283, 0.148], [0.940, 0.630, -0.724], [1.351, 1.941, -0.740], [2.674, 2.390, -0.814], [2.960, 3.746, -0.734], [1.958, 4.688, -0.616], [0.610, 4.289, -0.592], [-0.463, 5.199, -0.485], [-1.762, 4.711, -0.457], [-1.982, 3.355, -0.558], [-0.978, 2.456, -0.651], [0.313, 2.906, -0.659], [4.092, -2.069, -6.527], [2.546, -2.923, -6.619], [3.940, -3.695, -5.863], [4.842, -1.065, -4.437], [4.247, -0.230, -2.166], [0.532, -2.272, -2.366], [1.134, -3.161, -4.625], [3.475, 1.679, -0.895], [3.991, 4.066, -0.753], [2.187, 5.739, -0.528], [-0.260, 6.257, -0.457], [-2.608, 5.378, -0.375], [-2.987, 2.961, -0.596], [1.088, 0.767, 2.463], [-0.307, 0.661, 2.974], [-0.543, 0.601, 4.350], [-1.834, 0.561, 4.817], [-2.903, 0.563, 3.899], [-4.241, 0.540, 4.319], [-5.259, 0.528, 3.393], [-4.962, 0.524, 2.040], [-3.650, 0.532, 1.578], [-3.464, 0.472, -0.161], [-2.583, 0.574, 2.511], [-1.301, 0.624, 2.090], [1.788, 0.859, 3.289], [1.194, 1.638, 1.817], [1.361, -0.108, 1.874], [0.295, 0.608, 5.030], [-2.046, 0.543, 5.875], [-4.449, 0.525, 5.377], [-6.288, 0.513, 3.716], [-5.749, 0.514, 1.304], [-1.271, -4.342, -0.519], [-1.095, -3.543, 0.676], [-0.559, -4.127, 1.886], [-1.129, -2.222, 0.579], [-1.395, -1.623, -0.464], [-1.272, -5.398, -0.260], [-0.474, -4.141, -1.238], [-2.225, -4.082, -0.980], [-0.587, -5.212, 1.822], [-1.155, -3.810, 2.742], [0.474, -3.802, 2.031], [-0.970, -1.706, 1.533]],
  "total_energy_ha": -2482.38786,
  "total_charge": 0,
  "mol_weight_g_mol": 739.780,
  "fmax_ev_per_a": 2.13,
  "multiplicity": 1
}